(1)
A structure of composition C7H7ErO6S in a non-equilibrium geometry. Source: the Open Molecules 2025 dataset; level of theory: ωB97M-V with the def2-TZVPD basis set.

- 2S+1: 4
- <S²>: 3.8525
- Total charge: +2
- HOMO-LUMO gap (alpha / beta): 5.7 / 5.7 eV
- E_LUMO (alpha / beta): -9.2779 / -9.2604 eV

Last column: Löwdin charge in e.
Element x y z (Å)
O (-0.31, -4.38, 0.63)  0.19
C (-0.44, -3.25, 0.46)  0.07
Er (-0.93, -0.64, -0.11)  1.23
C (-1.60, 0.95, -1.77)  -0.06
O (-1.94, 1.60, -2.66)  0.21
C (-1.83, -1.77, -2.25)  -0.35
O (-2.66, -1.68, -3.12)  0.19
C (-3.40, -0.55, -0.04)  0.01
O (-4.55, -0.55, -0.07)  0.21
C (-0.38, -1.21, -2.46)  -0.32
O (0.48, -1.58, -3.19)  0.16
H (-1.92, -2.30, -1.18)  0.05
C (1.43, 2.79, 1.34)  -0.21
S (2.08, 1.30, 0.58)  1.06
C (2.72, 0.50, 2.06)  -0.21
O (0.76, 0.47, 0.33)  -0.72
H (2.27, 3.48, 1.49)  0.09
H (0.95, 2.54, 2.29)  0.08
H (0.71, 3.24, 0.65)  0.08
H (2.03, 0.67, 2.89)  0.08
H (2.83, -0.57, 1.85)  0.08
H (3.71, 0.93, 2.28)  0.09

(2)
The molecule C7H7F4NO in a non-equilibrium geometry. Source: the Open Molecules 2025 dataset; level of theory: ωB97M-V with the def2-TZVPD basis set.

- Energy relative to the best compared isomer or geometry (same formula, charge and spin): 0.9493 eV
- 2S+1: 1
- HOMO-LUMO gap: 8.6 eV
- E_LUMO: 0.4647 eV

Last column: Löwdin charge in e.
Element x y z (Å)
C (1.02, -1.83, 0.29)  -0.05
C (-0.35, -1.45, 0.42)  -0.05
C (1.96, 0.53, 0.22)  -0.04
C (2.00, -0.91, 0.09)  -0.29
C (0.83, 1.25, 0.60)  -0.19
C (-1.05, -0.45, -0.20)  -0.22
C (-2.47, -0.22, -0.03)  -0.62
N (-0.51, 0.62, -1.06)  0.13
O (0.82, 2.63, 0.53)  0.02
F (3.21, -1.46, -0.19)  0.03
F (-2.81, 0.65, 1.00)  0.09
F (-2.97, 0.34, -1.14)  0.12
F (-3.22, -1.26, 0.22)  0.18
H (1.33, -2.90, 0.21)  0.13
H (-1.06, -2.11, 1.13)  0.17
H (2.81, 1.11, -0.11)  0.12
H (0.07, 1.00, 1.34)  0.14
H (0.34, 0.35, -1.51)  0.10
H (-1.22, 1.26, -1.51)  0.15
H (1.29, 2.84, -0.27)  0.09

(3)
A structure of composition C7H7F4NO in a non-equilibrium geometry. Source: the Open Molecules 2025 dataset; level of theory: ωB97M-V with the def2-TZVPD basis set.

- Energy relative to the best compared isomer or geometry (same formula, charge and spin): 1.2364 eV
- 2S+1: 1
- HOMO-LUMO gap: 9.2 eV
- E_LUMO: 0.1202 eV

Last column: Löwdin charge in e.
Element x y z (Å)
C (0.16, -2.33, -0.19)  -0.03
C (-0.71, -1.68, -0.95)  0.01
C (0.20, -0.85, 1.81)  0.02
C (0.63, -1.92, 1.13)  -0.26
C (-0.61, 0.24, 1.19)  -0.24
C (-0.78, -0.15, -0.76)  -0.26
C (-2.03, 0.55, -1.11)  -0.69
N (0.37, 0.54, -1.33)  0.10
O (-1.83, 0.59, 1.60)  -0.01
F (1.43, -2.79, 1.81)  0.05
F (-3.08, 0.05, -0.66)  0.24
F (-1.90, 1.81, -0.75)  0.15
F (-2.32, 0.67, -2.49)  0.06
H (0.27, -3.38, -0.29)  0.10
H (-1.43, -2.20, -1.55)  0.12
H (0.26, -0.84, 2.94)  0.14
H (-0.11, 1.23, 0.86)  0.16
H (0.32, 0.41, -2.30)  0.07
H (0.40, 1.48, -1.01)  0.07
H (-2.39, -0.20, 1.95)  0.18

(4)
A structure of composition C7H7F6N2 in a non-equilibrium geometry. Source: the Open Molecules 2025 dataset; level of theory: ωB97M-V with the def2-TZVPD basis set.

- Energy relative to the best compared isomer or geometry (same formula, charge and spin): 3.4405 eV
- 2S+1: 1
- Total charge: +1
- HOMO-LUMO gap: 8.8 eV
- E_LUMO: -4.7067 eV

Last column: Löwdin charge in e.
Element x y z (Å)
C (-1.50, 0.03, -0.09)  -0.01
C (0.51, -0.96, -0.38)  0.17
C (0.55, 1.01, -0.07)  0.14
C (-1.38, -2.45, -0.39)  0.10
C (-1.24, 2.37, 0.53)  0.06
C (1.68, -1.86, -0.13)  -0.64
C (1.76, 1.78, -0.02)  -0.66
N (-0.80, -1.07, -0.30)  -0.04
N (-0.71, 1.09, 0.11)  -0.06
F (2.82, -1.22, -0.21)  0.20
F (1.57, -2.36, 1.11)  0.17
F (1.58, -2.84, -0.99)  0.20
F (2.75, 1.24, -0.66)  0.23
F (1.48, 2.98, -0.68)  0.12
F (1.99, 2.16, 1.18)  0.24
H (-2.54, 0.13, -0.05)  0.16
H (-1.03, -2.96, -1.15)  0.06
H (-1.12, -2.92, 0.55)  0.13
H (-2.42, -2.44, -0.42)  0.09
H (-0.64, 2.71, 1.45)  0.15
H (-1.08, 3.18, -0.17)  0.12
H (-2.21, 2.38, 0.79)  0.06

(5)
A structure of composition C7H7FI3NO in a non-equilibrium geometry. Source: the Open Molecules 2025 dataset; level of theory: ωB97M-V with the def2-TZVPD basis set.

- Energy relative to the best compared isomer or geometry (same formula, charge and spin): 1.5470 eV
- 2S+1: 1
- HOMO-LUMO gap: 6.9 eV
- E_LUMO: -0.9001 eV

Last column: Löwdin charge in e.
Element x y z (Å)
C (0.30, -0.92, 0.06)  -0.09
C (-0.42, 0.04, -0.60)  -0.43
C (0.18, 1.77, 0.75)  -0.56
C (0.91, 0.96, 1.70)  -0.14
C (1.15, -0.38, 1.14)  -0.13
C (-1.39, -0.24, -1.69)  -0.06
C (3.09, -0.25, -0.04)  -1.28
N (-0.38, 1.40, -0.32)  0.06
O (0.22, 3.09, 1.10)  -0.59
F (3.52, -1.51, -0.10)  -0.15
I (2.53, 0.47, -2.04)  0.78
I (4.39, 1.04, 0.92)  0.83
I (-0.64, 4.28, -0.26)  0.98
H (0.48, -1.86, -0.30)  0.09
H (1.77, 1.44, 2.17)  0.07
H (0.01, 0.86, 2.44)  0.19
H (1.55, -1.22, 1.78)  0.14
H (-2.26, 0.50, -1.57)  0.11
H (-1.52, -1.32, -1.97)  0.09
H (-0.94, 0.22, -2.69)  0.10

(6)
A cluster of 2 separate species, C7H7N in total in a non-equilibrium geometry. Source: the Open Molecules 2025 dataset; level of theory: ωB97M-V with the def2-TZVPD basis set.

- Energy relative to the best compared isomer or geometry (same formula, charge and spin): 3.2353 eV
- 2S+1: 1
- HOMO-LUMO gap: 10.2 eV
- E_LUMO: 0.7819 eV

Last column: Löwdin charge in e.
Element x y z (Å)
C (-1.91, -1.28, 2.34)  -0.01
C (-2.19, -0.54, 1.45)  -0.04
C (-0.30, 0.05, -1.58)  -0.20
C (0.85, 0.86, -1.83)  -0.05
C (1.69, 1.12, -0.75)  -0.07
C (1.38, 0.47, 0.43)  -0.09
C (0.38, -0.42, 0.40)  -0.16
H (-1.58, -1.85, 3.18)  0.03
H (-2.62, 0.17, 0.71)  0.06
H (-0.79, -0.20, -2.44)  0.07
H (0.73, 1.42, -2.75)  0.10
H (2.68, 1.65, -0.92)  0.13
H (2.07, 0.50, 1.22)  0.10
H (0.12, -1.15, 1.16)  0.07
N (-0.52, -0.80, -0.63)  0.08